1.
This record from the OMol25 dataset describes a structure of composition C22H4AuF15GeN2S2. The level of theory is the ωB97M-V functional and the def2-TZVPD basis.

Geometry as XYZ:
```
47
Properties=species:S:1:pos:R:3:forces:R:3
Au -1.3594 -1.1129 2.0354 -0.011 0.014 0.229
S -2.4552 -2.6842 3.4177 -0.075 0.031 -0.220
C -1.5220 -2.6105 4.8400 0.256 0.005 -0.064
N -2.1392 -2.1385 5.9610 -0.146 -0.046 0.071
C -1.5774 -2.1575 7.1852 -0.064 0.082 0.057
C -0.3146 -2.6355 7.3185 0.037 0.005 0.095
C 0.3205 -3.0403 6.1340 0.011 -0.005 -0.290
N -0.2500 -3.0319 4.9469 0.062 0.011 0.098
H -3.0751 -1.7774 5.8233 -0.007 0.000 0.020
H -2.1667 -1.7667 8.0022 -0.044 -0.026 -0.029
H 0.1742 -2.6764 8.2790 0.015 0.014 -0.026
H 1.3503 -3.3836 6.1619 -0.042 -0.009 -0.018
F -0.0001 3.6653 -0.4197 -0.062 -0.094 0.057
C 1.2231 3.2676 -0.7962 0.018 -0.045 -0.028
C 1.4454 1.9511 -1.1693 -0.051 -0.080 0.088
C 2.7251 1.6435 -1.5955 -0.071 -0.024 -0.049
F 3.0371 0.4138 -2.0283 -0.079 -0.078 0.045
C 3.7423 2.5777 -1.6234 0.113 -0.015 -0.036
F 4.9642 2.2478 -2.0449 -0.007 -0.015 0.011
C 3.4872 3.8692 -1.2110 0.144 0.157 0.016
F 4.4626 4.7753 -1.2185 -0.025 -0.011 -0.019
C 2.2178 4.2239 -0.7994 0.010 0.118 0.001
F 1.9718 5.4780 -0.4175 -0.019 -0.015 -0.013
Ge -0.0460 0.6726 -0.8999 0.096 0.103 -0.210
S -0.4953 0.8466 1.2064 -0.032 -0.002 0.102
C -1.4110 1.3523 -2.1430 -0.076 -0.012 0.163
C -2.7376 1.5589 -1.8009 0.083 -0.034 0.000
F -3.2056 1.2111 -0.6007 0.043 -0.031 0.036
C -3.6427 2.1191 -2.6827 -0.115 0.038 -0.005
F -4.9138 2.3172 -2.3292 0.024 -0.025 0.009
C -3.2234 2.4757 -3.9479 -0.158 0.098 -0.153
F -4.0875 3.0115 -4.8074 0.034 -0.019 0.026
C -1.9111 2.2719 -4.3280 0.023 0.062 -0.159
F -1.5174 2.6076 -5.5577 0.006 -0.008 0.026
C -1.0321 1.7180 -3.4228 -0.023 -0.015 0.032
F 0.2295 1.5190 -3.8358 0.033 -0.065 0.046
C 0.4938 -1.1114 -1.5115 0.088 -0.026 0.112
C 1.5103 -1.7509 -0.8143 -0.068 0.031 -0.043
F 2.0728 -1.1599 0.2437 0.010 0.105 0.001
C 1.9995 -2.9870 -1.1764 0.064 -0.100 0.042
F 2.9787 -3.5731 -0.4866 -0.008 0.030 -0.003
C 1.4608 -3.6236 -2.2778 0.078 -0.211 -0.047
F 1.9174 -4.8191 -2.6424 -0.014 0.041 0.005
C 0.4437 -3.0267 -2.9930 -0.051 -0.102 -0.102
F -0.0784 -3.6535 -4.0483 -0.006 0.011 0.012
C -0.0304 -1.7897 -2.5998 -0.009 0.047 0.083
F -1.0363 -1.2841 -3.3252 0.014 0.109 0.028
```
Positions in Å, forces in eV/Å.

calculated total energy: -148498.69739 eV
HOMO level: -8.3 eV

---

2.
This record from the OMol25 dataset describes a structure of composition C18H20BF5N2O3PdS2Te. The level of theory is the ωB97M-V functional and the def2-TZVPD basis.

Geometry as XYZ:
```
53
Properties=species:S:1:pos:R:3:forces:R:3
Pd -1.0510 1.8505 -1.4584 0.080 -0.352 0.231
C 0.8619 5.0158 -1.8659 -0.046 0.035 0.067
C -0.2718 5.0855 -0.9009 0.121 -0.111 -0.146
N -1.0365 4.0907 -0.5944 -0.102 -0.143 0.067
C -2.0418 4.4399 0.2748 -0.087 -0.223 -0.010
C -2.0284 5.7337 0.6783 -0.026 0.078 0.089
S -0.7220 6.5463 -0.0767 0.015 0.141 -0.033
C -3.0235 3.3846 0.5841 0.278 0.023 -0.168
C -4.2941 3.4997 1.0466 -0.021 0.115 0.138
S -5.0283 1.9528 1.0812 -0.268 -0.020 0.152
C -3.5806 1.2421 0.4672 0.100 -0.097 -0.123
N -2.6437 2.1050 0.2619 -0.172 0.129 0.151
C -3.4463 -0.2047 0.1322 0.081 0.014 0.053
H 0.5734 4.4030 -2.7248 -0.042 0.043 -0.015
H 1.7210 4.5426 -1.3882 -0.017 -0.034 -0.002
H 1.1347 6.0108 -2.2189 0.040 -0.007 0.030
H -2.6979 6.2301 1.3612 -0.005 -0.008 -0.008
H -4.8251 4.3906 1.3383 -0.001 0.005 -0.029
H -4.3506 -0.7627 0.3739 -0.005 -0.005 -0.010
H -2.5961 -0.6220 0.6747 -0.002 0.004 0.013
H -3.2129 -0.2948 -0.9310 -0.007 -0.008 -0.010
F -1.0979 3.1563 -3.6934 -0.090 0.102 0.026
Te 0.3133 1.6477 -3.8694 -0.113 0.243 -0.305
F 1.3985 2.2348 -0.2266 -0.100 -0.087 -0.006
F 1.3815 0.1049 -4.5745 0.223 -0.203 -0.184
F -0.5023 1.4868 -5.5702 -0.132 -0.063 -0.364
F 1.2478 3.3421 -4.8982 0.239 -0.026 -0.102
O -0.9804 0.5146 -3.1036 0.252 0.195 0.298
C 2.5831 -4.9714 -0.0986 0.002 -0.029 -0.036
C 2.1221 -4.4910 1.2789 -0.059 0.045 -0.023
C 3.3473 -4.4347 2.2026 0.011 0.013 0.025
C 1.1377 -5.5293 1.8317 -0.024 -0.053 -0.023
C 1.4733 -3.1024 1.2152 0.090 0.065 -0.042
C 0.7618 -2.6195 2.3057 -0.006 0.068 -0.006
C 0.2207 -1.3213 2.3271 -0.029 -0.101 0.017
C 0.4106 -0.5124 1.2302 0.045 -0.041 -0.004
O 0.0070 0.7443 1.0324 0.016 0.114 -0.077
B 0.5160 1.1461 -0.3377 -0.156 0.185 0.297
O 1.2098 -0.0603 -0.8333 -0.038 0.116 0.051
C 1.1269 -0.9881 0.1184 0.012 -0.103 -0.076
C 1.6558 -2.2617 0.0974 -0.066 -0.052 0.066
H 2.9708 -5.9918 -0.0218 0.000 0.009 0.003
H 3.3790 -4.3437 -0.5008 0.000 0.010 0.011
H 1.7616 -4.9684 -0.8172 -0.006 -0.002 0.014
H 3.8540 -5.4058 2.2420 -0.011 0.002 0.004
H 3.0508 -4.1555 3.2159 0.010 0.002 -0.009
H 4.0576 -3.6867 1.8451 -0.003 -0.008 -0.005
H 1.5905 -6.5264 1.8150 0.002 0.013 0.012
H 0.2262 -5.5541 1.2313 0.013 0.002 -0.008
H 0.8541 -5.3108 2.8618 -0.005 0.004 -0.009
H 0.6248 -3.2449 3.1807 -0.008 0.012 0.006
H -0.3308 -0.9602 3.1876 0.011 0.004 0.005
H 2.1883 -2.5768 -0.7889 0.007 -0.011 0.008
```
Positions in Å, forces in eV/Å.

calculated total energy: -74826.95069 eV
total charge: -2
HOMO level: -0.9 eV
energy above the lowest of the compared OMol25 structures with the same formula, charge and spin: 0.0 kcal/mol

---

Which of these has the lowest HOMO level?
C22H4AuF15GeN2S2

---

Which value of HOMO level does entry 2 give?
-0.9 eV